Record 1
Here is 11 unconnected molecules or ions with the total composition C38H80F12N11O28S12 at a distorted geometry from the OMol25 dataset. Energies are from ωB97M-V/def2-TZVPD.

Geometry (Å):
C: 1.07883 -0.54699 -1.27641
C: 0.73202 0.84420 -0.76275
O: 0.72487 1.87706 -1.42808
N: 0.37971 0.93699 0.74822
H: -0.58971 0.65358 0.75202
H: 0.87101 0.40777 1.45438
C: 0.53886 2.36998 1.15906
H: 1.29460 -0.33899 -2.32440
H: 0.33604 -1.33156 -1.13215
H: 2.02765 -0.82142 -0.81539
H: -0.16435 3.00309 0.61798
H: 1.57601 2.60901 0.92395
H: 0.40192 2.45258 2.23726
C: -1.76874 -6.54516 1.64334
C: -2.41925 -5.07417 1.54335
C: -1.50555 -4.05621 0.79107
C: -1.54405 -4.20229 -0.74649
C: -2.96971 -4.12134 -1.25241
C: -3.91869 -5.18349 -0.64222
N: -3.78966 -5.14370 0.84585
O: -4.80533 -5.97744 1.46215
C: -3.62037 -6.58482 -1.17625
C: -5.38243 -4.68238 -0.89511
C: -2.59448 -4.49387 2.94877
H: -1.09476 -6.66922 2.49097
H: -1.10161 -6.73463 0.80243
H: -2.53483 -7.31163 1.76052
H: -0.51761 -4.20083 1.22830
H: -1.75703 -3.01796 1.00762
H: -1.00634 -5.07339 -1.12085
H: -1.04747 -3.33783 -1.18719
H: -3.03835 -4.06623 -2.33886
H: -3.38936 -3.14527 -1.00889
H: -3.82514 -6.76732 -2.23117
H: -4.12197 -7.35274 -0.58734
H: -2.57269 -6.88554 -1.18252
H: -5.56317 -3.64273 -0.62204
H: -6.21319 -5.21405 -0.43114
H: -5.66569 -4.69760 -1.94756
H: -2.96592 -5.20152 3.68994
H: -3.22539 -3.60694 2.89039
H: -1.61603 -4.18591 3.31741
C: -4.40321 1.63690 -3.59044
C: -4.14250 0.25606 -4.16355
C: -4.71177 0.15338 -5.61163
C: -4.33394 -1.08689 -6.35405
C: -2.77678 -1.18227 -6.49792
C: -2.04364 -1.22499 -5.20328
N: -2.58570 -0.08611 -4.26177
O: -1.82621 0.23054 -3.08282
C: -0.56351 -0.98911 -5.49945
C: -2.10685 -2.55642 -4.45654
C: -4.76113 -0.84880 -3.19220
H: -3.83054 2.31215 -4.22620
H: -4.00705 1.85233 -2.59810
H: -5.42419 1.99025 -3.44603
H: -4.27260 0.94631 -6.21701
H: -5.78062 0.36700 -5.60661
H: -4.69145 -0.97856 -7.37804
H: -4.69162 -2.01030 -5.89853
H: -2.50231 -0.36559 -7.16561
H: -2.47532 -2.04369 -7.09389
H: -0.21807 -1.83482 -6.09405
H: 0.03766 -0.94066 -4.59151
H: -0.42419 -0.09593 -6.10848
H: -1.45593 -2.62388 -3.58484
H: -1.69883 -3.32739 -5.11015
H: -3.06679 -2.91433 -4.08437
H: -5.01483 -1.78740 -3.68493
H: -5.74526 -0.50740 -2.87124
H: -4.30362 -0.97771 -2.21130
C: 7.20578 -1.44942 -1.08120
C: 6.71746 -0.91751 0.33578
C: 7.96743 -0.54529 1.13728
C: 7.85726 0.32742 2.36789
C: 7.10811 1.65430 2.01914
C: 5.69980 1.33842 1.31948
N: 5.82755 0.29663 0.23730
O: 4.85512 0.20889 -0.82471
C: 5.34704 2.74071 0.68221
C: 4.67622 0.93649 2.34126
C: 6.05208 -2.02036 1.17390
H: 7.60136 -0.64783 -1.70495
H: 6.29164 -1.77260 -1.57919
H: 7.92358 -2.25795 -0.94289
H: 8.58828 -0.00316 0.42403
H: 8.65045 -1.35932 1.38006
H: 8.89342 0.41734 2.69410
H: 7.28465 -0.12613 3.17690
H: 7.76453 2.16588 1.31521
H: 7.00219 2.27057 2.91194
H: 5.67918 3.60115 1.26309
H: 4.28446 2.88085 0.48368
H: 5.97157 2.93463 -0.18984
H: 4.48100 1.74021 3.05120
H: 4.96374 0.14345 3.03156
H: 3.77751 0.54984 1.86071
H: 5.81799 -1.64700 2.17084
H: 6.79898 -2.79314 1.35574
H: 5.14389 -2.35165 0.67037
C: -6.01847 3.74993 5.25710
C: -4.75630 4.53996 5.01468
C: -3.57395 3.57455 5.16422
N: -2.18578 4.13796 4.77307
C: -2.18086 4.64374 3.34452
C: -1.01827 3.22331 5.08618
C: -0.69955 3.50444 6.63705
C: -1.21903 4.87614 6.97511
C: -1.88745 5.41555 5.63853
H: -6.89400 4.36515 5.04962
H: -6.07128 3.54546 6.32645
H: -6.07116 2.86563 4.62201
H: -4.79427 5.32892 5.76581
H: -4.76949 5.00781 4.03027
H: -3.62825 2.77105 4.42969
H: -3.48317 3.11106 6.14658
H: -2.82532 5.52079 3.28501
H: -2.49906 3.81896 2.70688
H: -1.20163 4.95863 2.98389
H: -0.15619 3.35244 4.43176
H: -1.26802 2.16242 5.07122
H: 0.38672 3.50674 6.72713
H: -1.15027 2.65778 7.15485
H: -0.49017 5.66188 7.17383
H: -1.96019 4.83398 7.77323
H: -1.03785 5.89235 5.14971
H: -2.74946 6.07951 5.70324
N: 1.19732 5.91328 3.33442
S: 1.71504 6.41521 2.04952
O: 1.92021 5.38926 1.04300
O: 2.48282 7.66711 2.16911
F: 0.28634 7.00964 1.58196
S: 2.67510 5.61060 4.03380
O: 3.29976 6.66830 4.79527
O: 3.57777 4.78571 3.24911
F: 2.17621 4.67699 5.26123
N: 2.91384 -5.24836 -2.32813
S: 2.46633 -3.94293 -2.66068
O: 3.26736 -2.84044 -2.18610
O: 1.07591 -3.73806 -3.03199
F: 3.02412 -4.10647 -4.20889
S: 2.03906 -5.33302 -0.91488
O: 0.95650 -6.30685 -0.87603
O: 1.92073 -4.20004 0.06934
F: 3.10449 -6.21477 -0.14095
N: -2.19104 0.45946 1.02678
S: -3.29392 1.28131 0.39753
O: -3.61099 2.52546 1.05527
O: -4.24256 0.61038 -0.44241
F: -2.32236 1.78391 -0.80811
S: -3.27406 -0.39500 1.98774
O: -3.80922 -1.60043 1.30493
O: -4.11713 0.30896 2.98098
F: -2.20747 -1.14564 2.98662
N: -1.45102 2.11359 -5.52603
S: -1.96989 3.48805 -6.38430
O: -1.05787 4.14687 -7.33321
O: -2.97193 4.27211 -5.68027
F: -2.92137 2.70616 -7.38140
S: -0.33666 2.90230 -4.85885
O: -0.75853 3.63543 -3.68336
O: 0.82125 3.43123 -5.58891
F: 0.31929 1.57598 -4.21505
N: 4.77517 0.10001 -6.18824
S: 5.84411 -0.53370 -5.05451
O: 6.35390 -1.85730 -5.41181
O: 5.75171 -0.23585 -3.61548
F: 7.08332 0.39414 -5.46644
S: 3.52771 -0.16595 -5.35275
O: 3.00182 0.85563 -4.41926
O: 3.22323 -1.59928 -5.09454
F: 2.52723 -0.02022 -6.67041
N: 1.57056 -0.15352 2.81116
S: 1.65572 0.10195 4.46530
O: 2.91886 -0.05258 5.09262
O: 0.47793 -0.09846 5.23852
F: 1.69660 1.68293 4.19306
S: 1.77307 -1.69583 3.07324
O: 0.79616 -2.49628 3.85520
O: 3.16005 -2.19246 3.05631
F: 1.31804 -2.06192 1.58724

Results
E_LUMO, eV: -3.9
HOMO energy, eV: -6.5964
Kohn-Sham gap, eV: 2.74
Total charge: -1

These are the Mulliken partial charges, in e, on atoms 1 to 6:
1 C 0.32
2 C 0.35
3 O -0.49
4 N 2.17
5 H 0.26
6 H 0.17

=====

Record 2
Here is a molecular structure, C38H80F6N5O4S2 at a distorted geometry from the OMol25 dataset. Energies are from ωB97M-V/def2-TZVPD.

Geometry (Å):
C: -0.37909 0.69851 2.27593
F: -0.11811 -0.31084 3.11284
F: -1.66087 0.69347 1.82035
F: -0.15813 1.84193 2.99022
S: 0.75462 0.74167 0.83542
O: 0.59040 2.10638 0.36091
O: 2.05862 0.34963 1.29379
N: 0.04052 -0.33344 -0.11415
S: 0.20728 -0.27072 -1.67527
O: 1.47982 0.20912 -2.13388
O: -0.26440 -1.53384 -2.12273
C: -0.98039 0.92326 -2.38418
F: -0.83361 2.28447 -2.11040
F: -1.09533 0.86499 -3.70174
F: -2.23313 0.53448 -1.84974
C: -6.97841 -4.96461 0.01660
C: -5.83621 -4.08903 -0.41953
C: -4.48964 -4.78187 -0.56045
N: -3.39506 -3.97141 -1.30742
C: -2.17702 -4.96729 -1.23236
C: -0.96407 -4.47211 -2.00895
C: -1.34874 -4.26561 -3.41591
C: -2.54570 -3.30988 -3.60206
C: -3.75180 -3.75293 -2.77415
C: -3.17458 -2.73792 -0.64322
H: -6.98884 -5.88248 -0.63278
H: -7.94962 -4.47379 -0.08127
H: -6.86600 -5.25829 1.01338
H: -5.72487 -3.25779 0.31326
H: -6.16170 -3.63564 -1.36517
H: -4.61293 -5.70907 -1.14378
H: -4.12046 -5.13913 0.42724
H: -2.50842 -5.89108 -1.65264
H: -1.92548 -5.09606 -0.18754
H: -0.12477 -5.18421 -1.81502
H: -0.62774 -3.50822 -1.58916
H: -1.46618 -5.23060 -3.93934
H: -0.47724 -3.90673 -3.97166
H: -2.87827 -3.38308 -4.63466
H: -2.34148 -2.23012 -3.36251
H: -4.18784 -4.68692 -3.19538
H: -4.53357 -3.03158 -2.69154
H: -4.01209 -2.02650 -0.71085
H: -2.24783 -2.32293 -1.04128
H: -2.98522 -2.92048 0.39367
C: 5.55696 2.62566 1.29936
C: 4.21338 3.35506 0.83344
C: 4.53198 4.28377 -0.29454
N: 3.43234 4.94740 -1.12159
C: 2.46426 5.66406 -0.17053
C: 1.56777 6.65689 -0.90201
C: 2.24290 7.62702 -1.80171
C: 3.24674 6.93895 -2.73224
C: 4.13902 6.00392 -1.96849
C: 2.67070 3.91426 -1.90797
H: 6.06325 2.04737 0.50048
H: 5.20452 1.89666 2.04957
H: 6.22311 3.33967 1.77354
H: 3.85825 3.83697 1.77096
H: 3.46192 2.56361 0.60376
H: 5.12106 3.82368 -1.05840
H: 5.09644 5.12244 0.04201
H: 3.04645 6.23665 0.56453
H: 1.93446 4.92401 0.47555
H: 1.06873 7.22543 -0.09291
H: 0.81108 6.03017 -1.42588
H: 2.76100 8.31249 -1.17201
H: 1.47723 8.15901 -2.35157
H: 3.89220 7.70682 -3.08122
H: 2.75296 6.38741 -3.55510
H: 4.66317 6.55642 -1.21286
H: 4.84991 5.37646 -2.52734
H: 2.03224 3.32613 -1.24102
H: 3.30839 3.33427 -2.52494
H: 1.95341 4.45664 -2.51284
C: 5.79553 -8.57438 3.10854
C: 4.54292 -7.81529 2.65466
C: 4.90625 -6.41994 2.12736
N: 3.82232 -5.67549 1.42025
C: 2.52317 -5.62677 2.18256
C: 1.52768 -4.58096 1.61633
C: 2.17076 -3.17855 1.39874
C: 3.42213 -3.22655 0.54165
C: 4.37140 -4.24640 1.14321
C: 3.53103 -6.29841 0.07107
H: 5.47474 -9.54383 3.45237
H: 6.25608 -8.10143 3.99973
H: 6.57879 -8.78186 2.35747
H: 3.84020 -7.75879 3.53027
H: 4.00908 -8.27096 1.81970
H: 5.71565 -6.50627 1.37463
H: 5.26261 -5.74071 2.91023
H: 2.77552 -5.34171 3.20116
H: 2.12045 -6.64609 2.22632
H: 0.58675 -4.41829 2.23649
H: 1.17272 -4.84193 0.65759
H: 2.35923 -2.68483 2.35307
H: 1.41184 -2.53158 0.92907
H: 3.95430 -2.24007 0.49736
H: 3.07983 -3.45883 -0.47076
H: 4.60110 -3.85928 2.12860
H: 5.30108 -4.41654 0.65421
H: 3.02735 -7.25052 0.18957
H: 4.44472 -6.38856 -0.52251
H: 2.96675 -5.60057 -0.52611
C: -5.31195 1.45703 0.74002
C: -5.09941 2.88997 0.35994
C: -3.68684 3.37987 0.57495
N: -3.34034 4.79996 0.06815
C: -4.07308 5.89645 0.87705
C: -3.61390 5.91732 2.34164
C: -2.12106 6.05060 2.59483
C: -1.42230 4.95110 1.74720
C: -1.80597 5.09183 0.26338
C: -3.72102 4.93117 -1.37195
H: -6.27992 1.04362 0.47084
H: -5.24522 1.33477 1.82462
H: -4.60948 0.70146 0.35673
H: -5.87796 3.56039 0.65904
H: -5.35795 2.97773 -0.70266
H: -3.02585 2.66241 0.04663
H: -3.39865 3.38942 1.60492
H: -5.12863 5.75609 0.74290
H: -3.78998 6.82504 0.43247
H: -4.00191 5.02879 2.85814
H: -4.23308 6.69368 2.88082
H: -1.82431 5.90190 3.64649
H: -1.83372 7.05214 2.23383
H: -1.64138 3.98585 2.20837
H: -0.37107 4.98865 1.95423
H: -1.38950 4.33023 -0.37955
H: -1.69197 6.12691 -0.11855
H: -3.35963 5.90723 -1.75266
H: -4.81160 4.85551 -1.55660
H: -3.13650 4.14721 -1.90895

Results
E_LUMO, eV: -5.2
HOMO energy, eV: -16.1375
Kohn-Sham gap, eV: 10.96
Total charge: +3

These are the Mulliken partial charges, in e, on atoms 1 to 6:
1 C 0.48
2 F -0.20
3 F -0.14
4 F -0.23
5 S 0.59
6 O -0.08

=====

Record 3
Here is 7 unconnected molecules or ions with the total composition C38H81F3N3O19S6 at a distorted geometry from the OMol25 dataset. Energies are from ωB97M-V/def2-TZVPD.

Geometry (Å):
C: 6.08760 -2.51132 2.73839
O: 6.60811 -1.46801 3.57583
C: 7.73406 -0.89117 2.88305
C: 8.11638 0.51600 3.43938
C: 7.02298 1.63743 3.23085
C: 5.91645 1.29923 2.16072
C: 5.27470 2.68319 1.69658
C: 3.70187 2.69629 1.78677
C: 3.15925 3.13832 3.20924
C: 1.67508 2.56015 3.35083
C: 1.83660 1.04656 3.71364
C: 0.48624 0.31361 4.00951
N: 0.39981 -0.25818 5.21625
N: -0.71033 -0.87808 5.49690
C: -1.82423 -1.10387 4.78510
C: -1.86382 -0.53069 3.42782
C: -3.10291 -0.75446 2.54555
C: -3.45031 -2.31650 2.63250
N: -3.75255 -2.92054 1.31048
C: -0.66072 0.21209 3.07954
C: -0.62956 0.90198 1.67592
C: 0.54824 0.43060 0.74108
C: 0.45363 1.28387 -0.57873
F: -0.32049 0.87344 -1.64471
C: 1.16632 2.47409 -0.68011
F: 2.26221 2.63243 -1.45195
F: 0.77454 3.56361 0.02519
H: 5.26667 -2.08793 2.09085
H: 5.64512 -3.35086 3.32174
H: 6.85724 -2.94353 2.05129
H: 8.61458 -1.56643 3.08746
H: 7.60125 -0.90667 1.77002
H: 9.11287 0.78447 3.01337
H: 8.25665 0.39363 4.54475
H: 7.55266 2.55297 2.87052
H: 6.54700 1.91204 4.20825
H: 5.15901 0.58657 2.56379
H: 6.42566 0.83280 1.27791
H: 5.51557 2.76522 0.59993
H: 5.75788 3.56459 2.17884
H: 3.36393 1.66396 1.49719
H: 3.33386 3.36699 0.96563
H: 3.14235 4.25268 3.18209
H: 3.84690 2.70566 3.97172
H: 1.18971 2.76971 2.37398
H: 1.21254 3.15826 4.19538
H: 2.44128 1.01295 4.65922
H: 2.43057 0.45591 2.97203
H: -0.74122 -1.27301 6.44452
H: -2.68568 -1.67030 5.20537
H: -2.96056 -0.54472 1.46548
H: -3.98541 -0.19559 2.95011
H: -4.34175 -2.50319 3.30610
H: -2.57660 -2.89288 3.05114
H: -3.24422 -3.81903 1.30573
H: -3.34151 -2.40172 0.53279
H: -1.57303 0.72298 1.10042
H: -0.63148 2.00739 1.87024
H: 0.38257 -0.62149 0.40998
H: 1.56479 0.61894 1.13412
O: -2.29344 -5.91427 1.71755
S: -3.19184 -6.99290 1.39834
O: -3.87837 -7.73067 2.41513
O: -2.44664 -8.02241 0.42756
C: -1.17654 -8.55328 0.83760
C: -1.33626 -9.67123 1.84975
C: -4.38008 -6.41057 0.22854
H: -0.53369 -7.75887 1.22391
H: -0.69950 -8.94525 -0.06081
H: -1.72018 -9.29112 2.79767
H: -0.37656 -10.15328 2.04175
H: -2.04470 -10.41920 1.49049
H: -3.85817 -5.90718 -0.58256
H: -5.03900 -5.71134 0.74202
H: -4.95132 -7.25870 -0.14332
O: -0.79352 4.35081 -6.36833
S: 0.54145 4.87759 -6.40889
O: 1.48020 4.46951 -7.40901
O: 1.21421 4.69930 -4.96348
C: 1.21419 3.39146 -4.37783
C: 2.30308 2.51446 -4.96393
C: 0.45829 6.64073 -6.39807
H: 0.23151 2.92250 -4.48033
H: 1.39686 3.52577 -3.31417
H: 2.09601 2.27750 -6.00861
H: 2.37885 1.57574 -4.41295
H: 3.26810 3.02255 -4.93394
H: -0.20317 6.95648 -5.59419
H: 0.06067 6.96061 -7.36007
H: 1.46091 7.03898 -6.25686
O: 0.55897 4.08309 7.47130
S: -0.67136 4.41431 6.81553
O: -0.77246 4.46447 5.38452
O: -1.23677 5.78100 7.42199
C: -0.37183 6.92822 7.44500
C: -0.29307 7.59882 6.08718
C: -1.94704 3.36060 7.43394
H: 0.62096 6.65450 7.80912
H: -0.79899 7.62419 8.16697
H: 0.22131 6.96341 5.36446
H: 0.25143 8.54149 6.15735
H: -1.29214 7.79326 5.69368
H: -1.91614 3.37271 8.52123
H: -1.75609 2.35459 7.06330
H: -2.90738 3.71814 7.06765
O: -6.32673 -3.69041 4.55766
S: -7.59636 -4.26358 4.18516
O: -8.51674 -3.56848 3.33809
O: -8.36423 -4.73739 5.50865
C: -8.55244 -3.78737 6.56669
C: -9.70269 -2.84289 6.27464
C: -7.31481 -5.86827 3.51044
H: -7.62818 -3.23727 6.75931
H: -8.77757 -4.36329 7.46464
H: -9.46596 -2.18210 5.43934
H: -9.91971 -2.22315 7.14617
H: -10.60009 -3.40009 6.00184
H: -6.66780 -6.42551 4.18466
H: -6.82958 -5.74055 2.54452
H: -8.27098 -6.37182 3.38434
O: 3.44203 -0.55072 -5.55859
S: 2.48084 -1.55239 -5.92244
O: 2.38957 -2.80040 -5.22421
O: 2.60278 -1.84449 -7.49264
C: 3.89135 -2.18477 -8.02463
C: 4.24316 -3.63570 -7.75773
C: 0.87623 -0.81448 -5.96235
H: 4.65903 -1.51331 -7.63326
H: 3.83658 -2.01879 -9.10078
H: 4.40304 -3.81145 -6.69290
H: 5.15619 -3.91164 -8.28762
H: 3.43362 -4.29446 -8.07643
H: 0.92443 0.10048 -6.54944
H: 0.58817 -0.58844 -4.93656
H: 0.17478 -1.52162 -6.40034
O: 0.74552 3.21342 -11.25773
S: -0.49865 2.56720 -11.55254
O: -1.49360 3.19244 -12.37124
O: -1.18004 2.09766 -10.17832
C: -1.36348 3.07399 -9.14109
C: -2.57148 3.95087 -9.40890
C: -0.16992 0.95456 -12.19355
H: -0.46141 3.67430 -9.01155
H: -1.52025 2.52290 -8.21407
H: -2.40658 4.59189 -10.27647
H: -2.77730 4.58986 -8.54861
H: -3.45255 3.34197 -9.61985
H: 0.53474 0.45172 -11.53478
H: 0.26180 1.07306 -13.18597
H: -1.10594 0.40339 -12.25655

Results
E_LUMO, eV: -4.0
HOMO energy, eV: -10.7540
Kohn-Sham gap, eV: 6.77
Total charge: +1

These are the Mulliken partial charges, in e, on atoms 1 to 6:
1 C -0.64
2 O -0.34
3 C -0.52
4 C -0.82
5 C -0.60
6 C 0.10